No. 1
{
  "formula": "CH22O10",
  "method": "the ωB97M-V functional and the def2-TZVPD basis",
  "symbols": ["H", "H", "H", "H", "H", "H", "H", "H", "O", "O", "H", "O", "O", "H", "O", "O", "H", "H", "H", "O", "H", "H", "C", "O", "O", "H", "H", "H", "H", "O", "H", "H", "H"],
  "positions_angstrom": [[1.2735, 2.5949, -0.4505], [0.9797, 2.2063, 2.5354], [-2.2760, 2.4295, -1.7232], [-2.8808, -1.7877, -1.0309], [0.9157, 4.0055, -0.8680], [1.2023, 0.0735, -3.4248], [0.4236, -0.3473, -2.1966], [-0.5789, 0.9514, -0.5300], [1.4932, 3.2744, -1.0879], [-2.0168, -1.9507, -0.6525], [1.0081, -3.9643, 3.1361], [0.7024, -3.0550, 3.1718], [-1.5049, 3.2403, 1.3872], [3.3231, 0.6952, 1.0542], [-0.3001, -3.9815, -1.8601], [-2.1821, 1.9596, -0.8945], [0.0539, -2.7948, 1.1711], [-2.2830, 3.7654, 1.5742], [-0.5067, -0.5581, -0.4394], [3.0068, 0.3042, 0.2398], [-2.9767, 1.4300, -0.8275], [-1.6227, 2.9503, 0.4826], [0.7993, -2.4559, 1.8906], [0.6674, -0.6391, -3.0750], [0.0393, 0.2208, -0.5462], [1.7134, -2.8504, 1.4470], [2.0643, 0.4716, 0.2434], [-2.1502, -2.6901, -0.0593], [0.6112, -3.7168, -1.9854], [0.8846, 2.2083, 1.5830], [-0.7614, -3.1667, -1.6612], [0.0029, 2.5484, 1.4305], [0.8753, -1.3712, 1.9661]],
  "max_force_ev_per_a": 1.64,
  "lumo_ev": -0.5917,
  "relative_energy_kj_mol": 33.0,
  "smiles": "CO.O.O.O.O.O.O.O.O.O",
  "gap_ev": 9.563,
  "multiplicity": 1
}


No. 2
{
  "formula": "CH23NO11",
  "method": "the ωB97M-V functional and the def2-TZVPD basis",
  "symbols": ["O", "O", "H", "O", "O", "H", "H", "O", "H", "H", "O", "H", "O", "H", "O", "O", "H", "H", "H", "H", "H", "O", "H", "N", "H", "H", "O", "H", "H", "H", "C", "H", "H", "H", "H", "H"],
  "positions_angstrom": [[-1.6271, -3.5224, -1.0762], [-2.4948, -0.7050, 0.8612], [3.6618, 0.6526, 0.8289], [0.4062, 1.7466, -3.8790], [2.6704, -2.4360, -0.2033], [1.9498, -2.6389, -0.8155], [2.8191, 1.2420, -2.6348], [-1.7156, 1.5178, 3.5122], [1.3675, -1.2677, 2.7991], [-0.5071, -0.5144, -0.7160], [0.5733, -0.9091, 2.3886], [-3.6101, 1.6667, -2.0818], [0.6251, 1.8068, 1.9443], [2.4266, 0.1791, -1.4401], [2.1582, 0.6967, -2.2106], [-1.2338, 1.4373, -0.0245], [-1.1017, -2.7914, -0.7010], [0.6707, 0.0551, 2.5319], [4.0589, -0.8287, 0.4659], [1.4182, 2.1522, 1.5264], [-2.8835, 0.1994, -1.6193], [3.8255, 0.0333, 0.1140], [-2.5519, -3.2755, -1.0637], [-2.8526, 1.2076, -1.6015], [0.2222, -1.0983, 0.3867], [-1.0422, 0.9894, 3.9597], [-0.0206, -1.3343, -0.5269], [-2.3979, -1.6302, 1.1161], [0.0607, 1.4213, 1.2556], [-1.1919, 2.2705, 3.2116], [-2.1992, 1.8651, -0.6403], [-2.2083, -0.2481, 1.6654], [0.6393, 1.2530, -3.0619], [-0.0889, 1.0644, -4.3508], [-2.5142, 2.8826, -0.3716], [2.6881, -3.1396, 0.4512]],
  "max_force_ev_per_a": 1.36,
  "lumo_ev": 0.0208,
  "relative_energy_kj_mol": 0.0,
  "smiles": "NC=O.O.O.O.O.O.O.O.O.O.O",
  "gap_ev": 10.504,
  "multiplicity": 1
}